(1)
Formula: C17H35BrNO9S3
Source: OMol25
Level of theory: ωB97M-V/def2-TZVPD

HOMO in eV: -11.7404
Total energy in Ha: -5168.59742
E_LUMO in eV: -4.99

```
! wB97M-V def2-TZVPD RIJCOSX def2/J DEFGRID3
* xyz 1 1
C -3.297 -1.529 8.087
H 3.973 4.244 -9.522
H 6.386 1.905 -4.730
H -6.468 -1.381 2.313
C 6.967 2.465 -7.823
H 2.996 2.015 -0.654
O 0.113 -0.970 -2.744
H -3.357 -1.767 9.150
O -4.393 0.697 8.740
H 7.768 1.063 -4.273
H 3.437 -0.409 -0.686
Br 5.646 -0.046 -3.537
H -0.047 -3.278 -1.184
H 6.299 -0.722 -6.129
H 2.090 1.228 0.664
O -4.449 0.036 6.321
O 1.494 -1.007 -0.652
C 3.627 2.311 -8.075
H -7.114 2.667 9.073
C 6.052 1.354 -7.039
H -5.415 0.052 2.188
O -2.534 -3.590 2.332
C 6.180 3.570 -8.775
C -5.138 1.901 8.630
O -0.733 0.139 -0.632
H 1.258 1.737 -0.801
H -4.659 2.637 9.286
H -2.365 -1.010 7.853
H -6.620 1.278 10.076
H -1.666 -2.539 -0.994
H 2.446 2.254 -8.142
H -3.580 -5.470 4.108
O -4.685 -2.984 3.469
H -3.532 -1.273 3.231
H 3.854 0.405 -6.488
C -5.432 -1.042 2.210
C 2.466 -0.047 -1.041
C -4.152 -5.476 3.178
S 0.001 -0.912 -1.304
H 8.050 4.143 -9.996
H 7.975 0.122 -6.423
H -5.070 -1.399 1.243
C -0.613 -2.470 -0.716
C -4.579 -1.572 3.348
H 2.526 0.019 -2.133
C 4.546 3.449 -8.863
H -3.374 -2.444 7.497
H -3.778 -6.256 2.512
C 6.879 0.292 -6.051
H -0.514 -2.502 0.371
H 7.562 5.435 -8.698
O -5.885 -1.180 8.014
H -4.934 -1.141 4.290
H 6.458 5.274 -10.291
C 4.410 1.224 -7.111
C -6.578 1.712 9.071
C 2.190 1.311 -0.423
H -5.085 2.296 7.610
N 6.804 0.929 -4.651
S -3.942 -3.918 2.356
C 7.118 4.695 -9.517
S -4.667 -0.488 7.651
H -5.214 -5.634 3.372
H -7.111 1.032 8.403
O -4.747 -3.936 1.153
H 8.152 2.500 -7.704
*
```

These are the Löwdin partial charges, in e, on atoms 1 to 4: number 1, C, carries -0.12; number 2, H, carries 0.10; number 3, H, carries 0.14; number 4, H, carries 0.09

(2)
Formula: C5H11BrOSi
Source: OMol25
Level of theory: ωB97M-V/def2-TZVPD

HOMO in eV: -9.6725
Relative energy (zero: lowest compared OMol25 entry of this formula, charge and spin) in kJ/mol: 180.6
Total energy in Ha: -3135.83285
E_LUMO in eV: 0.76

```
! wB97M-V def2-TZVPD RIJCOSX def2/J DEFGRID3
* xyz 0 1
H -0.657 -2.442 0.520
C 3.866 3.076 0.277
Br 2.888 -1.929 -0.465
H -0.648 1.193 -1.889
H 2.725 0.529 0.449
H -1.261 -1.351 1.618
C 0.137 0.501 -1.893
Si 0.380 -0.043 -0.021
H 2.225 -0.727 1.605
H -0.111 -0.326 -2.403
H -1.729 -1.132 -0.027
H 1.230 0.767 -2.164
H -1.256 1.307 0.872
H 0.199 2.552 0.635
C 2.131 -0.391 0.601
H 0.098 1.351 1.932
O 4.622 3.145 -0.586
C -0.949 -1.393 0.572
C -0.186 1.544 0.959
*
```

These are the Löwdin partial charges, in e, on atoms 1 to 4: number 1, H, carries 0.02; number 2, C, carries 0.02; number 3, Br, carries 0.50; number 4, H, carries 0.00

(3)
Formula: C25H33I2N6PdSSi
Source: OMol25
Level of theory: ωB97M-V/def2-TZVPD

HOMO (spin up / spin down) in eV: -1.9599 / -1.9221
Relative energy (zero: lowest compared OMol25 entry of this formula, charge and spin) in kJ/mol: 404.4
Total energy in Ha: -2711.92273
E_LUMO (spin up / spin down) in eV: 2.04 / 2.04

```
! wB97M-V def2-TZVPD RIJCOSX def2/J DEFGRID3
* xyz -1 1
C -3.775 2.681 -2.398
H 0.451 1.114 -4.345
C 3.422 2.130 -3.141
H 3.190 2.368 -4.185
H -3.657 2.727 -3.487
C 0.657 0.660 -3.360
N 0.747 -2.409 5.025
H 1.752 -3.870 3.960
C 1.765 0.634 1.584
C -0.780 -2.858 0.310
H 3.931 2.959 -2.680
H 3.070 2.894 3.821
H -0.620 -2.434 -2.972
H -2.948 -5.267 -0.712
I 3.609 -1.915 -2.865
Si 1.764 1.695 -2.249
H 4.090 1.263 -3.089
C 3.183 2.324 0.484
C 2.283 1.217 0.383
H -4.865 2.606 -2.188
H -2.012 -4.508 -2.978
H -4.380 3.704 0.158
H -3.333 -4.979 1.393
S -1.934 -0.057 0.031
C -2.242 -4.455 -0.785
C 3.375 2.966 1.693
H 3.707 2.641 -0.419
C -2.591 -4.191 1.585
H 0.698 3.909 -2.753
C -3.222 3.900 -1.711
H -3.786 4.795 -2.008
C 2.875 2.402 2.870
N -3.101 1.500 -1.847
H 5.357 -1.698 -0.871
C 1.014 3.386 -1.871
C -2.541 -3.782 2.898
H -0.252 -2.392 1.141
C -2.615 1.366 -0.617
H 1.708 4.040 -1.343
H -0.451 -1.144 6.145
C 0.793 -3.345 4.109
Pd 1.307 -1.075 -0.997
H 4.931 -3.471 -1.130
C -1.744 -4.045 -2.006
H 0.136 3.213 -1.248
C -0.885 -2.946 -2.019
C 2.130 1.208 2.797
C 4.552 -2.445 -0.978
I 3.641 -2.369 0.971
C -1.411 -3.227 3.624
N -0.235 -2.545 -0.909
H -3.402 -4.047 3.487
C -3.330 3.715 -0.190
H -0.305 0.592 -2.839
H 0.944 -0.393 -3.463
C -1.831 -3.757 0.391
H 1.183 -0.277 1.533
C -0.441 -1.907 5.349
N -0.203 -3.733 3.353
H 1.790 0.742 3.733
C -1.582 -2.340 4.703
H -2.199 4.105 -2.045
H -2.307 2.216 1.119
H -2.560 -1.919 4.964
H -2.958 0.666 -2.397
H 3.977 3.907 1.705
H -2.798 4.482 0.406
N 2.049 0.688 -0.859
N -2.782 2.387 0.228
*
```

These are the Löwdin partial charges, in e, on atoms 1 to 4: number 1, C, carries -0.18; number 2, H, carries 0.02; number 3, C, carries -0.20; number 4, H, carries 0.01

(4)
Formula: C2H3Br2N
Source: OMol25
Level of theory: ωB97M-V/def2-TZVPD

HOMO in eV: -10.5047
SMILES: [H]/N=C(\Br)CBr
Relative energy (zero: lowest compared OMol25 entry of this formula, charge and spin) in kJ/mol: 24.4
Total energy in Ha: -5280.75967
E_LUMO in eV: -0.01

```
! wB97M-V def2-TZVPD RIJCOSX def2/J DEFGRID3
* xyz 0 1
H 0.104 -0.574 -1.473
Br 2.008 -1.527 0.067
Br 1.028 1.887 -0.262
N -1.218 0.606 0.894
H -0.646 -1.546 -0.055
H -1.351 1.540 1.112
C 0.203 -0.824 -0.442
C -0.128 0.438 0.158
*
```

These are the Löwdin partial charges, in e, on atoms 1 to 4: number 1, H, carries 0.05; number 2, Br, carries 0.58; number 3, Br, carries 0.70; number 4, N, carries 0.10

(5)
Formula: C14H16O
Source: OMol25
Level of theory: ωB97M-V/def2-TZVPD

HOMO in eV: -8.0384
SMILES: Cc1ccc(O)cc1.Cc1ccccc1
Relative energy (zero: lowest compared OMol25 entry of this formula, charge and spin) in kJ/mol: 330.2
Total energy in Ha: -618.19022
E_LUMO in eV: 0.74

```
! wB97M-V def2-TZVPD RIJCOSX def2/J DEFGRID3
* xyz 0 1
C -1.607 1.973 2.907
H -2.198 3.942 3.675
C 2.081 -2.414 -1.621
C -0.826 2.593 1.895
H 2.998 -2.954 -1.569
C -1.951 0.651 2.726
H -0.226 2.462 -0.100
H 4.036 -2.522 -3.415
H -2.190 0.160 3.800
H 3.172 -1.644 -4.613
C 1.017 -2.436 -0.852
H -2.753 2.653 4.657
H -0.235 3.491 1.894
C 3.383 -1.652 -3.446
H -0.997 3.087 4.804
H -1.452 0.398 -0.562
H -1.229 -2.307 0.299
C -0.131 -0.750 -2.242
C -0.126 -1.694 -1.185
C 2.153 -1.544 -2.669
H 0.971 -2.777 0.205
H -0.997 -0.124 -2.470
C -1.860 -0.105 1.523
C -1.436 0.629 0.440
C -1.834 2.969 4.023
H -2.010 -1.190 1.550
O -1.289 -1.815 -0.561
C -0.779 1.973 0.640
C 1.131 -0.561 -2.873
H 1.242 0.274 -3.574
H 3.942 -0.765 -3.286
*
```

These are the Löwdin partial charges, in e, on atoms 1 to 4: number 1, C, carries -0.31; number 2, H, carries 0.07; number 3, C, carries -0.09; number 4, C, carries -0.07